No. 1
{"formula": "C27H63BrFN2NbO3P", "method": "wB97M-V/def2-TZVPD", "species": ["C", "C", "P", "C", "C", "Nb", "Br", "C", "C", "C", "C", "C", "C", "C", "C", "O", "C", "C", "C", "C", "F", "O", "C", "C", "N", "C", "C", "C", "O", "H", "H", "H", "H", "H", "H", "H", "H", "H", "H", "H", "H", "H", "H", "H", "H", "H", "H", "H", "H", "H", "H", "H", "H", "H", "H", "H", "H", "H", "H", "H", "H", "H", "H", "H", "H", "H", "H", "H", "H", "H", "H", "H", "H", "H", "H", "H", "H", "C", "C", "N", "C", "C", "C", "C", "H", "H", "H", "H", "H", "H", "H", "H", "H", "H", "H", "H", "H", "H", "H"], "xyz": [[-5.571740, 4.563963, -0.294865], [-4.059341, 4.752145, -0.455367], [-3.253400, 3.668421, -1.687226], [-4.319463, 3.174039, -3.093506], [-4.872973, 1.735360, -3.002451], [-0.846031, 3.057839, -1.571543], [-0.334367, 4.855084, -3.482606], [-0.482418, 4.805704, -0.117935], [0.947465, 5.417695, -0.246874], [1.746626, 5.123656, 1.025852], [3.275429, 5.221518, 0.803529], [3.821296, 6.565953, 1.285353], [4.420420, 6.565428, 2.702771], [3.731271, 5.670258, 3.731365], [4.739696, 5.168659, 4.748856], [5.147706, 6.258935, 5.572279], [6.488478, 6.133878, 6.006234], [-0.961943, 1.400541, -3.168180], [-0.228152, 1.669471, -4.476569], [0.302229, 0.380736, -5.149205], [-1.090269, 2.271704, -5.400333], [-1.228859, 1.748494, -0.019356], [-0.490737, 0.544480, 0.021029], [-1.402010, -0.615738, -0.367449], [-0.691366, -1.671927, -1.072690], [-1.533449, -2.763398, -1.457051], [-0.715936, -3.953067, -1.915314], [0.192491, -3.625952, -3.085045], [0.090364, -4.411560, -0.812475], [-6.099230, 4.633745, -1.239041], [-5.769276, 3.619844, 0.199336], [-5.968405, 5.336522, 0.357070], [-3.891016, 5.809329, -0.653488], [-3.621927, 4.569988, 0.517302], [-3.768760, 3.282546, -4.018550], [-5.170374, 3.848212, -3.168512], [-5.916326, 1.700619, -2.714723], [-4.260823, 1.156860, -2.321464], [-4.773886, 1.246768, -3.967262], [0.940062, 2.697285, -1.484723], [-0.696694, 4.526162, 0.909300], [-1.161778, 5.579585, -0.468165], [0.849938, 6.494120, -0.373702], [1.462842, 5.027560, -1.112524], [1.435228, 5.877213, 1.744821], [1.448007, 4.161323, 1.431552], [3.730590, 4.400209, 1.351987], [3.455462, 5.056739, -0.251639], [4.619315, 6.857656, 0.606213], [3.053299, 7.329381, 1.212285], [5.485004, 6.356052, 2.659675], [4.345453, 7.580531, 3.079098], [3.276384, 4.780515, 3.308359], [2.975969, 6.207828, 4.294730], [4.344181, 4.349925, 5.352713], [5.617126, 4.824183, 4.203064], [6.618973, 6.792338, 6.855676], [6.668017, 5.108624, 6.333872], [7.182700, 6.374410, 5.202855], [-2.003425, 1.188049, -3.423158], [-0.519925, 0.481504, -2.797062], [0.643140, 2.287256, -4.307592], [0.156084, -0.494001, -4.526242], [1.369310, 0.466490, -5.333072], [-0.195104, 0.217783, -6.100578], [-0.200256, 0.368289, 1.062947], [0.413146, 0.541600, -0.583517], [-2.208146, -0.236747, -0.984130], [-1.875482, -1.048416, 0.527341], [0.125588, -1.985717, -0.566661], [-2.235541, -2.486094, -2.241726], [-2.126427, -3.112336, -0.591052], [-1.395698, -4.754565, -2.194230], [0.101117, -4.405052, -3.836788], [1.224623, -3.645653, -2.766307], [-0.055203, -2.687712, -3.560852], [-0.446717, -5.068420, -0.344743], [1.612896, -7.491899, 1.437091], [0.344987, -8.030432, 2.081235], [-0.752147, -8.156809, 1.139206], [-2.042946, -8.357303, 1.773814], [-2.257010, -9.639517, 2.586444], [-0.483869, -8.972610, -0.032279], [-0.029564, -10.420950, 0.187206], [1.412652, -6.563615, 0.900177], [2.360725, -7.280743, 2.202436], [2.055269, -8.203775, 0.738723], [0.037254, -7.328058, 2.860304], [0.576071, -8.978898, 2.591957], [-2.820011, -8.288504, 1.007673], [-2.216818, -7.502896, 2.435646], [-2.355687, -10.516905, 1.948419], [-3.182212, -9.556665, 3.160951], [-1.448522, -9.814679, 3.296852], [0.281190, -8.466047, -0.626822], [-1.374174, -8.967699, -0.665868], [0.773980, -10.492663, 0.921401], [0.352459, -10.827919, -0.751465], [-0.846686, -11.066057, 0.506981]], "forces_ev_per_a": [[0.3, 0.0, 0.2], [-1.1, 0.4, -0.1], [0.8, -0.4, 0.2], [-0.9, 0.1, 0.2], [0.6, 0.1, -0.3], [-1.9, -0.9, 2.0], [0.3, -0.3, 0.2], [0.9, 0.0, -1.4], [-0.7, -0.4, 0.8], [0.3, 0.4, -0.6], [-1.0, 0.0, 0.7], [0.6, -0.4, -0.2], [-0.8, 0.4, -0.1], [0.6, -0.3, 0.5], [0.1, 0.6, -0.2], [0.1, 0.0, 0.1], [-0.7, -0.3, 0.0], [0.6, 1.0, -0.4], [0.1, -1.5, 0.0], [0.0, 0.2, 0.0], [0.0, 0.4, 0.0], [1.3, 0.9, -2.0], [-0.6, -0.2, 0.9], [0.2, -0.6, 0.1], [0.1, 0.7, -0.7], [0.0, -0.6, 0.7], [0.1, 0.3, 0.2], [-0.1, -0.6, -0.3], [-0.2, -0.5, 0.0], [-0.1, -0.2, -0.2], [-0.2, -0.3, -0.2], [-0.1, 0.2, 0.1], [0.3, 0.1, -0.3], [0.5, -0.2, 0.1], [0.4, 0.2, -0.1], [0.0, 0.3, -0.1], [-0.2, 0.0, 0.3], [-0.1, -0.2, 0.3], [-0.1, -0.1, -0.3], [0.0, 0.1, 0.0], [-0.2, 0.0, 0.2], [-0.5, 0.0, 0.2], [0.2, 0.3, -0.1], [0.1, -0.1, -0.2], [0.0, 0.0, 0.5], [0.1, -0.3, -0.1], [0.4, -0.1, -0.1], [0.2, 0.0, -0.2], [0.1, 0.3, -0.1], [-0.2, 0.1, -0.1], [0.2, -0.3, 0.0], [0.2, 0.3, 0.1], [-0.2, 0.0, -0.3], [-0.4, 0.1, -0.1], [0.0, 0.0, 0.2], [0.2, -0.4, -0.1], [0.1, 0.2, 0.1], [0.2, -0.1, 0.1], [0.2, 0.1, -0.1], [-0.2, -0.1, 0.1], [-0.1, -0.2, 0.5], [-0.1, 0.7, -0.2], [-0.1, -0.2, 0.1], [0.2, 0.0, -0.1], [-0.1, 0.0, -0.1], [0.3, 0.1, 0.1], [0.0, 0.1, -0.3], [-0.1, 0.1, -0.3], [-0.2, 0.2, 0.2], [-0.1, -0.1, 0.1], [-0.1, 0.3, -0.1], [-0.3, 0.0, -0.1], [-0.2, -0.1, -0.1], [0.0, -0.1, -0.2], [0.3, 0.3, 0.1], [0.0, 0.3, 0.1], [0.3, 0.2, 0.0], [0.1, 0.0, 0.0], [0.2, 0.0, 0.0], [-0.2, 0.1, 0.0], [-0.1, 0.1, 0.1], [-0.1, 0.0, 0.0], [0.2, 0.0, -0.2], [-0.1, -0.1, -0.1], [0.0, 0.0, 0.0], [0.0, 0.0, 0.0], [0.0, 0.0, 0.0], [-0.1, 0.0, 0.0], [0.0, 0.0, 0.0], [0.1, 0.0, -0.1], [0.1, 0.0, 0.0], [0.1, 0.0, 0.0], [0.0, 0.0, 0.0], [0.0, 0.0, 0.0], [0.0, 0.0, 0.1], [-0.1, 0.0, 0.1], [0.0, 0.0, 0.0], [0.0, 0.0, 0.0], [0.0, 0.0, 0.1]], "homo_lumo_gap_ha": 0.2173, "lumo_energy_ev": 2.067, "homo_energy_ev": -3.85, "total_charge": -1, "molar_mass_g_mol": 686.59, "total_energy_ha": -4473.87389}



No. 2
{"formula": "C27H67F2N4O15S2", "method": "wB97M-V/def2-TZVPD", "species": ["N", "S", "O", "O", "F", "S", "O", "O", "F", "C", "O", "C", "C", "N", "C", "C", "O", "C", "H", "H", "H", "H", "H", "H", "H", "H", "H", "H", "H", "H", "H", "H", "H", "C", "O", "C", "C", "N", "C", "C", "O", "C", "H", "H", "H", "H", "H", "H", "H", "H", "H", "H", "H", "H", "H", "H", "H", "C", "C", "C", "C", "C", "C", "N", "O", "C", "C", "C", "H", "H", "H", "H", "H", "H", "H", "H", "H", "H", "H", "H", "H", "H", "H", "H", "H", "H", "H", "C", "C", "O", "O", "H", "H", "H", "H", "H", "H", "C", "C", "O", "O", "H", "H", "H", "H", "H", "H", "C", "C", "O", "O", "H", "H", "H", "H", "H", "H"], "xyz": [[-1.887895, -0.948003, 0.217248], [-1.147388, -0.208445, -0.773119], [-1.549960, 1.121894, -1.246995], [-0.225155, -0.877982, -1.573541], [-0.056761, 0.306606, 0.325231], [-3.317120, -1.194613, -0.753077], [-3.340746, -2.278409, -1.724950], [-4.047027, 0.000596, -1.213430], [-4.096435, -1.698589, 0.514250], [-5.907888, -7.618265, -3.516820], [-4.697102, -6.941887, -3.641427], [-4.555970, -6.064557, -2.455966], [-3.036769, -5.499053, -2.456170], [-2.765815, -4.520003, -3.471119], [-2.943474, -4.929539, -4.913755], [-2.605768, -3.682921, -5.886730], [-2.166848, -4.111741, -7.219576], [-0.879297, -4.675853, -7.182052], [-6.097544, -7.906866, -4.550665], [-6.757155, -7.008128, -3.209277], [-6.001513, -8.309576, -2.679318], [-4.730948, -6.667875, -1.565184], [-5.335313, -5.302555, -2.465125], [-2.521617, -6.456270, -2.536575], [-2.815678, -5.120918, -1.458058], [-3.063549, -3.603050, -3.170042], [-3.974094, -5.229186, -5.103895], [-2.219217, -5.716775, -5.123050], [-1.830254, -3.029206, -5.487558], [-3.505335, -3.081092, -6.015866], [-0.703281, -5.237746, -8.099325], [-0.577943, -5.338652, -6.370882], [-0.191401, -3.846620, -7.016887], [1.113945, 3.368003, 2.700365], [1.726121, 2.639883, 3.728638], [2.063096, 1.274922, 3.346285], [2.675929, 0.396093, 4.486602], [3.596642, 1.137958, 5.367040], [4.016843, 0.410462, 6.516223], [5.040216, 1.128242, 7.411312], [4.549421, 2.190945, 8.291891], [3.565656, 1.826319, 9.221220], [0.941588, 4.408608, 2.975180], [0.215264, 2.751457, 2.681760], [1.592799, 3.352376, 1.721304], [2.843469, 1.439959, 2.603414], [1.223223, 0.783816, 2.854826], [3.065498, -0.581832, 4.203752], [1.718570, 0.175769, 4.958840], [3.180943, 2.033792, 5.578619], [4.489084, -0.484518, 6.111129], [3.105395, 0.112419, 7.034423], [5.772528, 1.546072, 6.720497], [5.523491, 0.379569, 8.039037], [2.962041, 0.948458, 8.990752], [2.925565, 2.651113, 9.534418], [4.222724, 1.645009, 10.071801], [3.842142, 3.780396, -2.107625], [4.417480, 2.591875, -2.973937], [5.941927, 2.547988, -2.819360], [6.407953, 2.072603, -1.431997], [5.816519, 0.711159, -1.087992], [4.224491, 0.609352, -1.331132], [3.815559, 1.238184, -2.650435], [2.493954, 1.255869, -2.721810], [3.865561, -0.947908, -1.357373], [3.616476, 1.397819, -0.055298], [4.159823, 2.893829, -4.464061], [4.509007, 4.045209, -1.287093], [2.821159, 3.654969, -1.747110], [3.862109, 4.548443, -2.880802], [6.415430, 1.900733, -3.557575], [6.316409, 3.554386, -3.006511], [6.004706, 2.717786, -0.651472], [7.489426, 2.077244, -1.295948], [6.181015, 0.747666, -0.061383], [6.373139, -0.061866, -1.617802], [4.260873, -1.461068, -2.234011], [3.968700, -1.490119, -0.417449], [2.805498, -1.022180, -1.599965], [3.664089, 2.483580, 0.028075], [2.590750, 1.053350, 0.076320], [4.164525, 1.178998, 0.861133], [4.773055, 2.305210, -5.146391], [4.381691, 3.919513, -4.758735], [3.128134, 2.683084, -4.745697], [2.320206, 0.498691, -3.285807], [-2.247062, 4.421879, -1.366480], [-3.602136, 3.705869, -1.214715], [-3.717334, 2.785327, -0.210834], [-1.371580, 3.619198, -2.164986], [-1.707160, 4.527408, -0.425488], [-2.389463, 5.428117, -1.760573], [-3.825575, 3.167517, -2.135777], [-4.258063, 4.572500, -1.297266], [-4.145945, 1.987024, -0.528034], [-1.572825, 2.683754, -2.087276], [-1.837501, 0.180785, 3.735945], [-1.016005, -1.055099, 3.307502], [-1.615401, -2.075043, 2.568331], [-1.960720, 1.037161, 2.682776], [-1.357598, 0.778716, 4.510709], [-2.698589, -0.234407, 4.259638], [-0.574812, -1.595655, 4.144913], [-0.129139, -0.744724, 2.755016], [-1.798779, -1.728403, 1.692082], [-2.162163, 0.585558, 1.859922], [-5.632939, 1.057604, 2.024803], [-7.023072, 1.629670, 1.774268], [-6.993987, 2.514452, 0.692644], [-4.995167, 1.779316, 3.103435], [-5.028343, 0.988291, 1.120499], [-5.723510, 0.000052, 2.272784], [-7.329820, 2.098423, 2.709292], [-7.682611, 0.790205, 1.554266], [-7.785606, 3.040180, 0.556446], [-5.026694, 2.709916, 2.869781]], "forces_ev_per_a": [[-6.8, -4.4, 5.8], [2.6, 6.8, -5.2], [-0.1, -0.6, 0.4], [2.5, -2.7, -3.0], [0.8, 0.5, 1.3], [3.8, 3.2, -3.7], [-0.7, -1.4, 1.3], [-1.3, -0.7, 1.8], [-1.1, -0.6, 0.5], [-0.7, 0.6, -0.7], [-0.1, 1.1, 2.2], [1.8, 0.0, -0.8], [-2.6, -0.8, -0.2], [0.7, -1.1, -1.1], [0.5, 2.6, 0.8], [0.0, -1.4, 0.2], [-0.9, -0.6, 1.3], [0.6, 0.7, 0.1], [-0.4, -1.1, 0.4], [-0.1, 1.1, -0.4], [0.8, -1.1, -0.4], [0.1, -0.3, 0.2], [0.1, 0.3, -0.3], [0.7, 0.1, -0.5], [-0.1, 0.4, -0.2], [-0.1, 0.2, -0.3], [0.2, -0.3, -0.3], [-0.3, -0.2, 0.0], [0.1, -0.1, 0.4], [0.1, -0.1, -0.2], [0.0, 0.4, -0.2], [-0.9, -0.4, 0.4], [0.6, 0.1, -0.6], [-1.4, -1.4, -0.1], [2.1, -1.0, 2.0], [2.0, 1.1, -1.0], [-1.9, 1.7, 0.6], [0.0, 0.6, -1.8], [-0.4, 0.1, 0.2], [-1.0, 0.1, 0.3], [0.0, 0.0, -2.7], [1.2, -0.3, 1.2], [0.0, -0.2, 0.4], [-1.0, 1.1, -1.3], [0.4, -0.3, 0.0], [0.0, -0.4, -0.4], [-0.1, -0.1, 0.2], [0.3, 0.3, -0.6], [-0.1, -0.5, 1.2], [0.0, 0.1, 0.1], [0.2, -0.3, 0.4], [0.1, -0.5, 0.8], [0.0, 0.4, 0.4], [0.1, -0.2, 0.1], [0.1, 0.1, -0.2], [0.0, 0.2, -0.6], [-0.7, -0.7, 0.9], [0.4, -0.4, -1.3], [-0.5, -0.6, 0.5], [0.5, -0.1, 1.0], [-1.2, 0.4, -0.8], [0.0, 0.6, -0.9], [1.9, 0.7, 1.7], [5.4, -0.2, 0.9], [-3.1, 0.2, -0.4], [-1.4, 1.8, -0.6], [-0.2, -1.3, -0.3], [-0.4, -0.4, -0.4], [-0.1, 0.0, 0.0], [0.1, -0.2, -0.2], [-0.2, 0.7, 0.7], [-0.2, -0.2, -0.2], [0.0, 0.2, -0.1], [0.1, 0.5, -0.1], [0.1, 0.0, -0.3], [-1.0, -1.4, 0.5], [-0.2, -0.2, -0.2], [0.9, 0.1, 0.3], [0.5, 0.2, -0.1], [-0.4, 0.2, 0.4], [-0.2, 0.0, -1.1], [-0.2, 0.3, 0.1], [0.1, -0.9, -0.1], [0.2, -0.4, 0.3], [-0.1, 0.2, 0.4], [-0.1, 0.1, 0.2], [-0.8, 0.0, 0.0], [0.8, -2.6, 0.2], [0.5, 0.9, -1.9], [-0.2, 0.6, 1.8], [0.3, 2.0, -1.0], [-0.5, 0.2, 0.6], [0.1, -0.1, -0.6], [0.4, 0.2, -0.6], [-1.3, 0.0, 1.1], [0.2, -0.4, -0.3], [-0.1, -0.6, 0.7], [1.2, -1.8, 0.4], [1.5, -0.3, 0.6], [-0.9, -0.5, 1.4], [-0.8, 1.5, -0.5], [0.6, -0.2, 0.2], [-1.1, 0.3, -0.5], [-0.2, 0.2, 0.8], [0.0, 0.6, -0.2], [0.0, 0.3, -1.1], [-0.1, -0.4, -0.4], [0.1, 0.2, 0.4], [0.1, -0.9, 0.0], [0.5, 0.8, -0.8], [-0.4, -0.8, -0.4], [0.0, 0.6, -0.1], [0.0, 0.1, 0.8], [-0.2, 0.1, 0.1], [-0.4, -0.1, 0.0], [-0.2, -0.3, 0.4], [0.3, 0.1, -0.3]], "homo_lumo_gap_ha": [0.0702, 0.2544], "s2": 0.75, "lumo_energy_ev": [3.737, 3.737], "homo_energy_ev": [1.83, -3.18], "total_charge": -2, "molar_mass_g_mol": 789.98, "spin_multiplicity": 2, "total_energy_ha": -3412.25437}